This record from the OMol25 dataset describes a molecular structure, C21H25B2F4N4O4PPd. The level of theory is ωB97M-V with the def2-TZVPD basis set.

XYZ file:
```
62
Properties=species:S:1:pos:R:3:forces:R:3:nbo_charge:R:1
Pd -0.09558 0.56455 -0.11299 -0.02 -0.03 0.01 0.8537
C -4.08846 1.80311 0.88199 -0.01 0.00 -0.02 -0.6935
C -2.85163 1.17984 0.35530 0.00 -0.01 0.01 0.3175
N -1.66188 1.57429 0.62504 -0.02 0.04 -0.02 -0.1221
O -1.53092 2.59884 1.51286 0.06 -0.07 0.03 -0.5330
B -0.75930 3.68100 1.05095 -0.15 0.11 -0.05 1.3783
F -0.53664 4.64028 1.90429 0.00 0.02 0.03 -0.4522
F -0.55294 3.80492 -0.25158 0.03 -0.02 -0.02 -0.4846
O 1.12119 2.67068 1.37113 0.07 -0.01 0.04 -0.2378
N 1.33773 1.63439 0.79704 0.04 -0.06 0.00 0.1272
C 2.61404 1.07860 0.89397 -0.03 0.03 0.03 0.0442
C 3.64635 1.72812 1.75631 0.00 0.00 -0.01 -0.6789
C 2.75370 -0.06632 0.17714 0.00 -0.02 -0.05 0.3836
N 1.71491 -0.41037 -0.76343 0.06 0.03 0.05 -0.6643
O 0.37655 -2.29410 -1.18611 0.04 -0.12 0.08 -0.7462
B -0.52060 -1.79527 -2.42676 -0.06 -0.05 0.01 1.3071
F 0.18869 -0.71515 -2.91288 -0.02 0.01 -0.02 -0.5318
F -0.69685 -2.83088 -3.25617 0.01 0.03 0.00 -0.4820
O -1.78459 -1.42257 -1.81046 -0.01 0.02 -0.05 -0.5111
N -1.74163 -0.39903 -0.94592 -0.03 0.01 -0.01 -0.1146
C -2.89839 0.02106 -0.56800 0.03 -0.02 0.00 0.2573
C -4.18214 -0.55855 -1.03849 0.00 0.00 -0.01 -0.6927
C 3.94332 -0.94079 0.31158 0.01 0.02 0.00 -0.7138
H -3.88760 2.75348 1.36292 0.00 -0.01 0.01 0.2743
H -4.54587 1.12859 1.61116 0.00 0.00 0.00 0.2772
H -4.80497 1.93722 0.07116 0.00 0.00 0.00 0.2702
H 3.34061 2.73696 2.01696 0.01 0.00 -0.01 0.2758
H 4.60340 1.78353 1.24087 0.00 -0.01 0.00 0.2571
H 3.78109 1.16655 2.68225 -0.01 0.00 0.00 0.2603
H -4.05008 -1.59948 -1.31713 -0.01 -0.01 0.02 0.2793
H -4.52235 -0.01852 -1.92719 0.00 0.00 0.00 0.2773
H -4.95102 -0.47137 -0.27423 0.00 0.01 0.00 0.2527
H 4.75514 -0.41341 0.80440 0.00 0.00 0.00 0.2759
H 4.28955 -1.31533 -0.65223 0.00 0.00 0.00 0.2587
H 3.68537 -1.80053 0.94410 0.00 0.00 0.00 0.2843
C 1.70245 -1.83975 -1.19564 0.03 -0.01 -0.02 0.0721
P -0.17498 -3.79742 -0.24105 0.01 0.07 -0.01 1.1745
C 0.93700 -3.47786 1.16224 -0.02 0.03 -0.01 -0.3605
C 0.63834 -2.35042 1.93901 0.03 -0.02 0.00 -0.2432
C 1.40688 -2.02949 3.04537 0.00 0.00 0.00 -0.2119
C 2.46916 -2.85286 3.41029 0.00 0.00 0.00 -0.1829
C 2.74853 -3.99373 2.67265 -0.01 0.00 -0.01 -0.1982
C 1.98743 -4.30803 1.55075 0.01 -0.01 0.02 -0.2169
C 0.59259 -5.09376 -1.20192 -0.02 -0.01 -0.05 -0.4920
C 1.94512 -5.20500 -1.55200 0.00 -0.01 0.01 -0.1378
C 2.37184 -6.25089 -2.34549 0.01 0.01 0.00 -0.2179
C 1.46004 -7.20752 -2.78738 -0.01 0.00 0.00 -0.1396
C 0.12176 -7.11155 -2.44652 0.01 0.00 -0.01 -0.1973
C -0.31492 -6.04833 -1.66933 0.00 0.02 0.01 -0.1410
H 2.12007 -1.91974 -2.19718 0.00 -0.01 0.02 0.2353
H 2.27155 -2.42920 -0.49013 0.00 0.00 0.02 0.2365
H 1.84042 0.15787 -1.60568 -0.01 -0.01 -0.01 0.4575
H -0.22699 -1.74245 1.68892 0.00 0.01 0.00 0.2078
H 1.15562 -1.16858 3.65245 0.00 0.00 0.00 0.2302
H 3.05436 -2.62194 4.29077 0.00 0.00 0.00 0.2423
H 3.55040 -4.65352 2.97622 0.00 0.00 0.00 0.2457
H 2.20138 -5.21388 1.00002 -0.01 0.00 0.00 0.2447
H 2.67402 -4.48401 -1.20204 0.00 0.00 0.00 0.1888
H 3.41478 -6.33296 -2.62008 0.00 0.00 0.00 0.2352
H 1.80229 -8.02742 -3.40442 0.00 0.00 0.00 0.2410
H -0.58507 -7.85174 -2.79460 0.00 0.00 0.00 0.2426
H -1.36690 -5.95606 -1.42589 0.00 0.00 0.00 0.2316
```
Forces are in eV/Å.

Results
LUMO level   -8.386 eV
HOMO-LUMO gap   6.2 eV
Total charge   +2
Energy relative to the best compared isomer or geometry (same formula, charge and spin)   0.0 kJ/mol
HOMO level   -14.612 eV

---

This record from the OMol25 dataset describes C5H9NO2 in the gas phase. The level of theory is ωB97M-V with the def2-TZVPD basis set.

XYZ file:
```
17
Properties=species:S:1:pos:R:3:forces:R:3:nbo_charge:R:1
C -0.51209 2.23162 0.40087 -0.04 3.40 1.22 -0.4217
C 0.17670 1.15535 0.65510 -3.60 -3.71 -2.52 -0.1525
C -0.46444 -0.37576 -0.08933 2.24 3.21 3.76 0.0512
C -0.03200 -1.44790 0.93821 -0.21 -1.46 0.15 -0.6602
C 0.27830 -0.32730 -1.39712 -3.31 -0.39 -0.57 -0.6331
N -1.94917 -0.23388 -0.09351 0.76 0.05 0.09 0.5202
O -2.42986 0.50894 -0.92201 -0.11 0.08 -0.62 -0.3973
O -2.57631 -0.78942 0.77786 -0.46 -0.13 0.10 -0.3785
H -0.00064 3.20782 0.76433 -1.14 -1.43 -0.70 0.2111
H -1.59350 2.36084 -0.00252 2.28 -0.67 0.52 0.2549
H 1.09026 0.82127 1.05594 1.09 0.66 0.54 0.2147
H 0.97490 -1.32526 1.44932 -0.72 0.12 -1.49 0.2213
H -0.06948 -2.50520 0.40348 -0.06 1.93 1.55 0.2212
H -0.68216 -1.34600 1.85967 0.31 -0.69 -1.42 0.2602
H 0.42372 0.66414 -1.80526 0.00 0.08 0.13 0.2372
H 1.16457 -0.79737 -1.12232 1.78 -0.96 -0.50 0.2232
H -0.41173 -0.87771 -2.07373 1.20 -0.10 -0.25 0.2281
```
Forces are in eV/Å.

Results
LUMO level   0.484 eV
HOMO-LUMO gap   10.7 eV
Total charge   0
Energy relative to the best compared isomer or geometry (same formula, charge and spin)   565.2 kJ/mol
HOMO level   -10.231 eV
SMILES   C=CC(C)(C)[N+](=O)[O-]

---

This record from the OMol25 dataset describes a molecular structure, HO5PS. The level of theory is ωB97M-V with the def2-TZVPD basis set.

XYZ file:
```
8
Properties=species:S:1:pos:R:3:forces:R:3:nbo_charge:R:1
O -0.70357 1.95032 0.99923 -0.58 1.45 1.36 -1.2287
O -0.30669 -0.53068 1.13977 -3.11 2.27 1.86 -1.0474
O -1.93088 0.47962 -0.71629 1.48 -0.27 1.07 -1.2176
O 1.53478 -1.73953 -0.25052 0.13 0.37 -0.18 -1.0694
O 0.64044 0.85575 -0.62037 2.38 -1.58 -1.94 -1.0230
P -0.70663 0.72894 0.17845 -2.65 -0.14 -0.26 2.5133
S 1.24834 -0.67584 -1.35516 0.07 0.66 -0.48 0.5866
H 0.22421 -1.06858 0.62490 2.27 -2.76 -1.41 0.4863
```
Forces are in eV/Å.

Results
LUMO level   6.247 eV
HOMO-LUMO gap   5.1 eV
Total charge   -2
Energy relative to the best compared isomer or geometry (same formula, charge and spin)   25.3 kJ/mol
HOMO level   1.132 eV

---

This record from the OMol25 dataset describes 2 unconnected molecules or ions with the total composition C19H23F2Si. The level of theory is ωB97M-V with the def2-TZVPD basis set.

XYZ file:
```
45
Properties=species:S:1:pos:R:3:forces:R:3:nbo_charge:R:1
C 3.01664 -3.18488 1.31199 0.04 0.02 -0.05 -1.1176
Si 2.53750 -1.37444 1.31988 -0.21 -0.25 0.21 1.6163
C 3.22713 -0.55054 2.84559 0.04 0.05 0.00 -1.1112
C 3.18395 -0.54488 -0.22237 0.10 0.07 -0.14 -1.1118
C 0.64086 -1.23922 1.33612 0.55 0.46 0.01 -0.3708
C -0.16163 -2.50635 1.29916 -0.51 0.03 -0.08 -0.6505
C 0.08832 -0.02056 1.40660 -0.16 -0.51 -0.11 -0.4317
H 4.11364 -3.25950 1.30870 -0.26 -0.09 0.00 0.2482
H 2.63929 -3.70294 2.20456 0.12 0.08 -0.23 0.2451
H 2.63452 -3.69738 0.41836 0.12 0.04 0.22 0.2360
H 4.32243 -0.64840 2.84191 -0.25 0.10 0.11 0.2449
H 2.96402 0.51597 2.86456 0.12 -0.22 0.09 0.2364
H 2.83130 -1.02616 3.75445 0.14 0.16 -0.21 0.2485
H 4.28090 -0.63468 -0.23644 -0.29 0.12 -0.15 0.2494
H 2.77624 -1.02543 -1.12376 0.16 0.12 0.17 0.2285
H 2.91284 0.52033 -0.23759 0.13 -0.20 -0.03 0.2260
H -1.23422 -2.27637 1.28925 0.05 -0.13 0.06 0.2018
H 0.05800 -3.10117 0.40097 0.06 0.11 0.19 0.2168
H 0.04308 -3.15279 2.16536 0.00 0.20 -0.23 0.2362
H -0.99519 0.08790 1.44933 -0.03 0.10 0.03 0.1748
H 0.66787 0.90207 1.45200 0.00 -0.19 0.03 0.1936
F -4.53596 -1.80395 -1.16291 1.47 0.39 -0.60 -0.3058
C -3.28787 -1.49595 -1.65722 -1.18 0.27 0.74 0.3815
C -2.63640 -2.44797 -2.43364 0.64 0.49 -0.10 -0.1424
C -1.36127 -2.12020 -2.92192 -0.20 -0.23 -0.04 -0.2128
C -0.78405 -0.89772 -2.63114 0.05 0.58 0.27 -0.0798
C -1.45387 0.08208 -1.82983 -0.23 -0.79 -0.23 -0.1637
C -0.75558 1.29286 -1.57772 -0.39 -0.03 -0.01 0.1517
C -1.13737 2.45681 -0.86093 -0.03 0.78 0.46 -0.0888
C -0.20556 3.54519 -0.84865 -0.14 -0.61 -0.16 -0.1025
C -0.46504 4.71866 -0.16453 -0.15 0.24 0.15 -0.2129
C -1.66484 4.88735 0.54664 0.53 -0.44 -0.49 -0.1446
C -2.57054 3.83176 0.53281 -1.27 -0.42 0.48 0.3896
F -3.75000 3.97770 1.22892 1.41 -0.19 -0.84 -0.3052
C -2.35561 2.63667 -0.13750 0.31 0.39 0.06 -0.1910
C -2.75567 -0.25249 -1.34951 0.19 -0.39 -0.22 -0.1629
H -3.10656 -3.40199 -2.65466 0.04 0.18 0.08 0.2633
H -0.82362 -2.83649 -3.54219 -0.15 0.19 0.18 0.2503
H 0.20665 -0.64401 -3.01457 -0.28 -0.20 0.09 0.2319
H 0.23315 1.35151 -2.04408 -0.25 -0.04 0.17 0.2299
H 0.72701 3.41549 -1.40089 -0.22 0.16 0.20 0.2312
H 0.26798 5.52435 -0.17703 -0.21 -0.22 0.01 0.2510
H -1.88489 5.80246 1.08872 -0.01 -0.18 -0.07 0.2638
H -3.10965 1.86230 -0.08693 0.15 0.58 0.22 0.2302
H -3.33793 0.43496 -0.74988 -0.01 -0.58 -0.27 0.2290
```
Forces are in eV/Å.

Results
LUMO level   -6.365 eV
HOMO-LUMO gap   5.7 eV
Total charge   +1
Energy relative to the best compared isomer or geometry (same formula, charge and spin)   0.0 kJ/mol
HOMO level   -12.065 eV

---

This record from the OMol25 dataset describes a molecular structure, C12H33AuClI2O3P3. The level of theory is ωB97M-V with the def2-TZVPD basis set.

XYZ file:
```
55
Properties=species:S:1:pos:R:3:forces:R:3:lowdin_spin:R:1
I -3.48176 -0.42119 2.85847 -0.54 0.07 -0.06 0.8583
I 2.10197 -0.66717 4.16366 2.56 -0.88 0.38 0.6481
Au -0.03551 -0.25221 -0.33850 0.00 1.25 2.33 -0.0001
P 0.22130 -1.32702 -2.41268 0.00 1.38 1.83 -0.0014
C 0.37523 -3.09771 -2.08514 -0.20 -0.65 -0.94 -0.0002
C -1.22117 -0.57568 -3.23387 -0.38 -0.31 -0.86 -0.0002
H -1.40302 -0.95968 -4.24172 0.01 -0.15 0.13 -0.0001
H 2.22203 -0.90784 -3.77449 -0.06 -0.11 0.00 -0.0001
H -1.05319 0.50895 -3.31758 0.32 -0.56 0.03 0.0000
H 1.65446 0.55772 -2.96721 -0.24 -0.41 0.07 0.0000
H -0.45360 -3.47969 -1.46814 0.19 0.37 -0.32 0.0000
H -2.14054 -0.66623 -2.63353 0.43 -0.37 -0.12 0.0000
C 1.79324 -0.52587 -2.84499 0.43 -0.09 -0.67 -0.0001
H 0.38658 -3.64442 -3.03946 -0.01 0.02 0.22 -0.0001
H 2.53851 -0.66907 -2.04903 -0.34 -0.18 -0.14 0.0000
H 1.32354 -3.31616 -1.57316 -0.20 0.44 -0.14 0.0000
P -0.09717 1.30721 1.65556 -0.17 1.28 -1.20 0.0176
C -0.27409 0.97597 3.42498 0.51 -0.78 0.67 0.2422
C 1.24181 2.50734 1.37801 0.94 -0.27 0.34 0.0001
H -1.03501 3.02192 0.26819 -0.06 -0.20 0.48 0.0018
H -1.25108 3.38024 1.97783 -0.06 -0.04 0.24 0.0004
H -2.33182 2.24397 1.14005 -0.24 -0.13 0.19 0.0017
C -1.31068 2.58863 1.23456 -0.95 0.03 -0.11 0.0128
H 1.09618 2.96298 0.39635 -0.01 -0.25 0.19 -0.0002
H 1.11515 3.28716 2.13007 0.08 -0.01 0.09 0.0001
H -0.24438 1.92439 3.96901 -0.16 -0.05 -0.08 0.0046
H 0.68097 0.37031 3.88019 -2.20 1.64 -0.95 0.0604
H 2.25570 2.12312 1.43149 0.08 -0.13 0.14 0.0001
H -1.12053 0.32520 3.71110 0.52 0.65 -0.31 0.0034
Cl -0.18161 1.88048 -1.56822 0.34 -1.52 0.35 0.0008
C 2.88391 -5.10327 1.46619 -1.25 -0.30 0.54 0.0000
C 1.47755 -4.67422 1.22724 -0.82 2.11 -0.54 -0.0001
O 1.37509 -2.94284 1.24222 -1.49 -0.13 -0.57 0.0008
P -0.01947 -2.12513 1.25352 -0.22 -3.87 1.77 0.0036
O -0.59943 -2.09162 2.79125 0.95 1.37 -1.81 0.0242
C -0.41286 -2.83595 4.04697 0.55 1.10 0.54 0.0028
C 0.54363 -3.97335 3.99797 0.12 -0.55 -0.22 0.0031
O -1.20841 -3.11361 0.71713 0.42 0.03 -0.59 0.0074
C -2.32522 -3.46670 1.60959 -0.19 1.42 0.57 0.0557
C -3.63676 -3.93300 1.07468 -0.56 -0.62 -0.04 0.0034
H 3.51474 -4.41093 0.95204 0.79 0.22 -0.12 0.0000
H 3.00921 -6.11960 1.08418 -0.09 0.15 -0.44 0.0000
H 3.06864 -5.21836 2.51761 0.49 0.49 0.51 0.0000
H 1.13530 -4.84388 0.23283 -0.13 -0.10 -0.75 0.0000
H 0.66293 -4.83749 1.90915 0.51 -0.66 -0.06 0.0000
H -0.08168 -2.04148 4.72112 -0.09 -0.46 0.08 0.0006
H -1.36835 -3.20480 4.45916 -0.04 0.35 -0.87 0.0005
H 0.09963 -4.77346 3.38978 0.17 0.01 0.77 0.0004
H 1.58203 -3.81076 3.69548 -0.41 0.53 -0.26 0.0038
H 0.64306 -4.29716 5.01430 -0.23 -0.56 0.69 0.0002
H -2.68136 -2.50425 1.97561 0.60 0.21 0.36 0.0398
H -1.97736 -4.00114 2.50005 0.00 -0.29 -0.62 0.0008
H -3.79941 -4.99412 0.96726 0.28 -0.36 -0.25 0.0016
H -4.30329 -3.60307 1.88031 -0.20 -0.30 -0.12 0.0011
H -4.00508 -3.41428 0.20003 0.26 0.17 -0.33 0.0002
```
Forces are in eV/Å.

Results
LUMO level (spin up / spin down)   -8.210 / -8.520 eV
⟨S²⟩   2.009
HOMO-LUMO gap (spin up / spin down)   6.6 / 6.5 eV
Spin multiplicity   3
Total charge   +2
HOMO level (spin up / spin down)   -14.801 / -15.016 eV

---

This record from the OMol25 dataset describes 2 unconnected molecules or ions with the total composition C5H13N3. The level of theory is ωB97M-V with the def2-TZVPD basis set.

XYZ file:
```
21
Properties=species:S:1:pos:R:3:forces:R:3:nbo_charge:R:1
C 1.27184 -0.85982 0.30892 -0.19 -0.53 0.52 -0.3580
N 2.07990 0.02710 1.10236 -0.23 0.15 -0.32 -0.8988
C 0.28660 0.34385 -1.12730 -0.42 1.14 0.20 0.1285
N 0.97797 1.47698 -1.11921 -0.55 -0.67 -0.35 -0.8437
H 2.82947 -0.44597 1.59299 -0.01 0.08 -0.18 0.3648
H 2.44746 0.73982 0.46418 0.00 -0.12 0.31 0.3887
H 0.40944 2.26978 -0.82093 0.02 -0.12 0.08 0.3054
H 0.85859 -1.68671 0.89039 0.13 0.03 0.24 0.1675
H 1.81950 -1.32208 -0.51503 -0.19 0.11 -0.16 0.1749
H 0.45027 -0.38323 -1.92354 0.34 -0.12 0.34 0.1843
C -1.90597 -0.97805 -1.11179 0.07 0.03 0.03 -0.6012
N -0.41833 1.15030 1.57205 -0.44 -0.54 -0.38 -0.7299
C -0.82663 0.08028 0.88018 0.87 0.30 -0.20 0.2093
C -1.14808 0.22299 -0.55794 0.24 0.16 -0.42 -0.3712
H -0.03412 1.90523 0.99841 0.13 -0.31 0.46 0.4058
H 0.03008 0.96202 2.46177 0.11 0.25 -0.29 0.4120
H -1.14750 -0.78465 1.44669 0.08 0.01 -0.02 0.2074
H -1.69380 1.15057 -0.77067 -0.06 0.01 0.08 0.2083
H -2.12639 -0.83479 -2.17108 0.01 0.01 0.06 0.2217
H -2.84906 -1.14324 -0.58501 0.03 0.08 -0.03 0.2118
H -1.31123 -1.89038 -1.01544 0.05 0.06 0.03 0.2125
```
Forces are in eV/Å.

Results
LUMO level   0.845 eV
HOMO-LUMO gap   7.9 eV
Total charge   0
Energy relative to the best compared isomer or geometry (same formula, charge and spin)   390.4 kJ/mol
HOMO level   -7.060 eV

---

| no. | calculated total energy (a.u.) | F_max (eV/A) |
| --- | --- | --- |
| 1 | -2253.2848 | 0.20 |
| 2 | -400.9615 | 5.76 |
| 3 | -1116.4290 | 4.27 |
| 4 | -1226.7425 | 1.65 |
| 5 | -2917.4432 | 4.26 |
| 6 | -362.4336 | 1.23 |